121
Properties=species:S:1:pos:R:3:forces:R:3 method="wB97M-V/def2-TZVPD" charge=-1 lumo_energy_ha=0.06632
C -0.539 -5.869 2.972 -0.41 0.36 -0.04
H -1.096 -5.814 0.426 -0.43 1.77 0.39
H 8.175 3.946 1.428 -0.31 0.03 -0.05
H -2.677 -3.487 2.909 1.65 -0.22 0.67
O 6.028 6.517 3.025 -0.03 -0.40 -0.20
C -2.520 2.063 3.049 0.85 -0.30 0.88
C -5.031 -9.457 6.138 0.23 -0.54 0.20
H 1.542 -4.764 1.859 -1.23 1.47 -0.19
C -2.532 0.737 1.166 0.42 -2.96 -1.63
H -3.923 -4.678 6.302 0.07 -0.09 -0.17
C -2.616 -4.037 -1.366 0.32 0.05 0.44
H -2.881 2.112 -1.142 0.42 1.12 -1.37
C 1.820 4.554 -2.218 0.70 -0.11 -0.11
H 0.522 -4.767 -1.022 -0.86 1.38 -0.13
C 5.580 5.655 2.307 -0.48 0.13 -0.24
C -0.293 5.174 0.242 0.13 -0.81 1.54
H 1.794 -1.136 -6.377 0.26 -0.23 -0.10
C -1.472 -4.792 0.822 -0.10 0.31 0.55
H -2.317 -4.981 -1.940 -0.49 1.32 0.74
O 3.703 -1.654 -6.868 0.66 -0.34 0.20
H 0.653 -2.910 -1.102 -0.91 -1.30 -0.09
C -4.372 -9.631 7.494 0.19 0.25 0.14
H -3.100 3.792 -1.843 0.93 -1.55 -0.54
C 4.994 -1.482 -6.541 -0.42 0.23 -0.14
H -2.581 -4.970 1.095 1.65 0.35 -0.35
H 2.381 5.991 2.499 0.25 -0.22 -0.15
O 4.288 5.482 1.989 0.70 -0.25 0.25
C 3.379 6.432 2.560 -0.56 0.54 0.10
O 5.438 -0.614 -5.830 -0.05 -0.45 -0.24
H 3.002 -0.524 -5.254 0.19 -0.05 -0.17
C 3.402 7.734 1.780 0.32 0.12 -0.13
H -3.908 -5.018 4.539 0.02 -0.08 0.20
H 7.367 -2.257 -5.905 -0.09 0.15 -0.13
O -1.006 4.020 2.430 0.52 -1.23 0.57
H 3.596 6.593 3.620 0.21 -0.06 -0.16
C 7.119 -2.316 -6.967 0.39 -0.04 0.01
H 0.634 5.790 0.518 -1.41 -0.51 -0.23
P -1.367 6.279 -2.941 -0.37 1.41 -0.30
H 2.188 3.503 -1.885 -0.33 1.60 -0.53
C -3.339 2.055 -3.329 0.27 -0.23 1.41
C -3.611 -0.361 0.959 3.47 -0.80 -0.62
H 0.787 3.504 1.403 -1.55 0.29 -0.46
C -4.537 -4.874 5.420 0.22 0.46 -0.12
H -3.592 -4.261 -0.786 1.54 0.47 -1.12
C 2.792 -0.694 -6.314 -0.47 0.64 0.08
O -5.372 -6.008 5.652 0.12 -0.52 -0.04
H -1.589 -6.276 3.171 1.36 0.38 -0.27
H -4.336 -9.671 5.322 -0.02 0.24 0.10
H -5.862 -10.160 6.046 -0.10 0.33 -0.05
H 4.376 8.224 1.859 -0.09 -0.05 0.12
H -2.635 1.891 -4.213 -1.23 0.44 1.18
O -3.519 -7.317 5.535 -0.47 0.04 0.00
H -3.508 -8.971 7.599 -0.04 -0.12 -0.12
O 6.296 4.713 1.668 -0.18 0.18 0.27
C -0.296 3.837 1.173 -0.28 0.63 -1.65
H 1.944 2.471 -3.858 0.26 1.16 -1.32
Al -0.172 4.658 -1.748 0.45 -0.89 0.83
H -5.180 -4.011 5.246 -0.14 -0.27 0.07
H -1.163 -2.443 3.051 -0.90 -1.51 0.36
H -3.395 6.010 -1.914 0.68 0.41 0.08
I -5.059 3.337 -3.889 0.56 -0.75 -0.08
H 7.960 4.880 2.917 -0.08 0.15 -0.12
C 2.361 3.327 -4.495 -0.14 1.72 0.68
H -5.069 -9.372 8.295 -0.05 -0.14 -0.09
H -1.318 4.720 -4.609 -0.85 0.42 -0.03
H -1.385 -3.776 4.303 -0.36 0.08 -1.53
H -0.883 3.055 0.570 1.09 0.86 1.00
C -1.407 -3.671 -0.323 -0.54 -0.24 -1.36
C -3.202 -1.799 0.479 2.09 3.16 0.64
C -0.668 -1.042 0.343 -3.31 0.46 0.87
H -4.699 -0.062 1.175 1.87 -0.69 -0.42
C -1.076 2.802 3.195 -0.62 -0.49 0.77
H 2.059 1.292 -6.744 0.10 -0.08 -0.03
H 0.434 -1.236 0.138 -1.75 0.40 0.28
H -0.498 2.038 -1.549 -0.86 0.91 -1.02
O -5.585 -8.144 6.005 0.12 0.37 -0.31
H 7.498 -1.441 -7.500 -0.02 0.00 0.20
H 0.917 -3.066 1.223 -0.19 -1.34 0.93
H -0.052 -5.725 4.012 -0.59 -0.20 -1.79
C 0.796 -3.891 1.999 0.05 0.09 1.17
C -0.697 -4.446 2.182 0.13 -1.54 1.27
C 2.821 0.599 -7.105 0.21 0.04 -0.09
H 3.499 3.245 -4.534 -1.55 -0.15 -0.40
H -3.822 1.068 -2.972 0.84 1.60 -0.90
H 3.795 1.089 -7.024 -0.12 -0.03 0.13
H -0.362 -3.817 -2.343 0.55 0.10 1.80
H 7.592 -3.208 -7.381 -0.30 0.02 -0.05
H 2.427 5.330 -1.612 -0.78 -1.20 -1.03
O -2.968 2.031 1.652 1.34 -2.87 0.42
C -4.705 -7.173 5.706 -0.06 0.03 0.18
C -2.608 2.770 -2.057 -0.14 -0.71 0.34
O 5.712 -2.434 -7.165 -0.19 0.13 0.20
H -0.757 2.561 -3.293 -0.18 0.36 1.39
H -4.037 -10.661 7.632 -0.06 0.05 -0.03
H 2.841 5.514 -3.985 -1.31 -1.01 -0.26
H -4.060 -2.538 0.360 1.50 1.07 0.15
C 7.704 4.832 1.857 0.38 -0.05 0.00
H 8.076 5.714 1.330 -0.02 -0.01 0.19
H 0.043 -6.639 2.345 -0.78 1.16 0.99
O -2.694 6.699 -1.918 -0.31 -1.07 -0.85
C -1.008 2.843 -2.204 -0.47 -1.03 -0.25
H -1.258 5.756 0.441 1.33 -0.67 -0.11
H -0.978 3.033 4.325 -0.12 -0.09 -1.70
C -0.052 -3.798 -1.228 -0.32 0.27 -0.28
C -1.062 0.383 0.841 -1.87 -2.24 -0.36
F 1.791 3.323 -5.848 0.94 -0.37 1.79
C -1.566 -3.517 3.207 0.83 1.19 -1.35
H 0.989 5.114 -4.225 1.79 -0.38 0.15
C 2.004 4.755 -3.817 -0.06 -1.03 0.80
H 2.651 0.404 -8.167 -0.12 -0.07 0.09
H -2.747 -3.145 -2.089 0.06 -1.57 1.09
H -0.214 2.063 2.969 -1.36 1.19 0.05
H 3.224 7.549 0.718 -0.17 -0.05 0.11
H -2.422 0.962 3.380 0.01 1.71 -0.18
N -2.033 5.421 -4.345 0.52 0.33 0.10
H -0.205 1.144 0.961 -1.75 -1.36 -0.27
H -3.313 2.522 3.749 1.11 -0.26 -1.53
C -1.702 -2.179 0.168 -1.49 3.28 1.29
H -2.214 6.069 -5.133 0.38 -0.73 0.67
H 1.093 -3.414 3.014 -0.43 -0.73 -1.58
H 2.640 8.422 2.153 0.00 -0.11 -0.03

***

117
Properties=species:S:1:pos:R:3:forces:R:3 method="wB97M-V/def2-TZVPD" multiplicity=2 s_squared=0.754 lumo_energy_ha="-0.00446 / -0.00446"
H -2.418 1.131 -5.772 -0.05 -0.02 -0.03
H -3.742 -1.083 -2.989 -0.02 0.01 0.03
H 2.504 -1.945 3.508 -0.13 0.06 -0.07
H 3.121 4.746 -0.753 0.06 0.02 -0.03
H 0.913 -1.356 3.941 -0.05 -0.05 -0.13
H -2.352 2.563 -4.717 0.00 0.00 0.00
H -7.089 1.886 0.741 0.07 -0.10 -0.02
H -3.272 -3.640 -9.299 0.05 0.01 -0.03
H -0.789 -1.885 -8.343 -0.01 -0.01 -0.05
H 0.514 1.252 -1.281 0.08 -0.15 -0.07
H -4.617 0.690 -0.737 -0.09 -0.10 0.04
S -6.966 -2.197 3.922 -0.09 0.17 -0.03
C 5.236 4.834 1.143 -0.02 -0.03 0.13
H 5.536 -3.946 -2.297 0.04 0.03 -0.05
H 0.694 6.086 2.753 -0.05 -0.14 -0.09
O 2.492 0.418 0.208 0.09 -0.08 -0.07
S -5.206 0.152 4.257 0.14 -0.03 0.05
H 10.078 -5.388 -0.149 0.00 -0.02 0.06
C 4.031 3.935 1.012 -0.02 -0.05 -0.19
C 0.220 -0.011 0.479 -0.26 -0.20 -0.22
H 1.344 0.945 4.133 0.10 0.17 -0.12
H -3.323 -4.684 -7.858 0.00 0.00 0.00
H 6.046 4.465 0.513 -0.01 0.03 -0.04
H -3.448 -1.223 3.349 0.00 0.07 0.17
O 2.526 -4.184 -1.669 -0.02 -0.01 0.01
H -3.065 -0.619 4.958 -0.07 0.05 -0.10
H 3.739 -0.181 3.593 -0.06 0.07 -0.11
H 9.345 -6.953 0.207 0.02 0.03 0.04
C 1.594 -1.495 3.099 0.11 0.07 0.01
O 3.559 3.359 1.963 0.11 0.11 0.16
H -1.500 3.092 2.607 0.10 -0.03 0.14
H 3.801 1.028 2.299 -0.04 -0.22 -0.09
H 2.598 3.092 -0.330 0.04 -0.03 0.00
C -1.795 -1.560 -8.073 -0.03 0.04 0.11
H -2.851 1.727 3.869 0.04 -0.11 -0.10
H -1.776 -4.327 -8.662 0.00 0.03 -0.05
H -2.283 -1.195 -8.978 0.03 -0.03 -0.04
C 7.408 -4.943 0.680 -0.08 0.03 -0.08
C 0.229 0.228 -1.037 -0.07 -0.14 0.06
H -4.782 -0.326 -4.216 0.02 -0.01 -0.08
H -0.852 0.568 4.540 0.01 -0.08 -0.13
H -4.226 -0.493 1.426 -0.15 0.04 0.00
H -0.426 -2.006 -0.100 0.07 0.05 0.16
H 2.711 -1.793 -0.917 0.03 0.01 0.00
C -1.125 0.470 3.478 -0.03 0.14 0.16
H -2.809 4.917 4.336 -0.14 -0.08 0.25
H 8.061 -4.164 1.077 0.03 -0.03 0.04
O -6.668 0.434 -0.681 -0.13 -0.14 0.03
H 6.421 -4.528 0.489 0.00 0.00 0.00
C -0.374 1.242 1.157 0.14 0.04 0.10
C 0.473 3.937 2.690 -0.31 0.15 0.24
H -8.308 -0.856 1.320 0.09 0.06 -0.03
C 3.473 0.019 2.549 0.06 0.07 0.05
H -5.205 -0.989 -0.678 -0.04 0.11 0.07
H 4.987 5.844 0.812 0.02 -0.01 -0.05
H -3.914 1.936 -5.299 0.00 -0.04 -0.04
H -1.693 -1.001 0.609 0.14 -0.02 -0.03
H 1.182 -2.223 2.406 -0.02 0.01 0.05
H -1.731 -0.756 -7.344 0.00 0.00 0.00
C 3.568 -2.053 -1.531 -0.12 -0.15 0.04
C -6.139 -0.991 3.223 -0.17 -0.35 -0.52
H -0.495 -1.766 1.647 -0.05 0.02 0.03
N 1.637 -0.192 0.941 -0.11 0.76 0.01
O -3.031 -2.680 -6.376 0.01 0.02 -0.02
C -0.174 1.395 2.676 -0.09 -0.10 -0.02
H -2.915 0.908 2.314 0.08 0.08 0.19
C 3.443 3.776 -0.368 -0.11 -0.05 0.06
H -0.685 2.872 4.163 -0.06 0.04 -0.15
H 3.611 -1.387 -2.394 0.06 0.03 0.01
C -0.634 -1.277 0.691 -0.04 0.04 -0.02
H 9.660 -6.491 -1.482 0.00 0.00 0.00
H 7.330 -5.730 1.432 0.05 0.01 0.03
O -2.491 1.097 -2.694 -0.13 -0.05 0.03
H -0.694 5.546 1.817 -0.01 0.02 0.14
C -3.006 0.773 -3.741 0.02 0.05 -0.12
H 4.675 -3.415 -3.750 0.05 0.04 0.03
C 7.984 -5.504 -0.597 0.01 -0.01 0.07
C -5.363 0.022 -0.284 0.19 0.05 -0.04
H -0.964 -0.577 3.220 0.00 0.02 -0.05
H 0.076 2.113 0.662 -0.01 -0.12 0.09
C -5.171 0.019 1.225 0.01 -0.11 -0.15
H -8.460 1.087 -0.022 0.15 -0.01 0.01
C 1.952 -0.148 2.407 0.29 -0.35 0.17
C 1.292 1.096 3.043 -0.21 -0.30 0.29
H -0.977 6.728 4.155 -0.07 -0.08 -0.05
C -3.463 -0.328 3.981 0.17 -0.09 -0.18
C -3.749 -0.522 -3.920 0.11 -0.02 0.26
C -1.039 5.659 3.915 0.19 0.12 0.08
H 1.319 3.911 3.384 0.04 -0.11 -0.22
H 4.410 -5.051 -3.099 0.00 0.00 0.00
C -2.913 1.664 -4.959 0.04 0.08 0.08
C 4.592 -4.011 -2.839 -0.14 -0.08 0.00
C -0.536 2.849 3.072 0.02 -0.08 -0.17
N -6.269 -0.723 1.844 0.29 0.75 0.64
C -7.579 -0.074 1.544 -0.21 -0.38 -0.15
H -0.778 0.046 -1.422 0.09 0.16 0.08
H -3.277 -1.124 -4.700 -0.11 0.05 -0.06
C -2.621 0.783 3.361 0.02 0.02 0.02
H 5.564 4.861 2.180 0.00 0.00 0.00
H -7.937 0.478 2.422 0.01 -0.04 -0.07
H 4.481 -1.905 -0.950 0.03 0.04 -0.05
C -2.574 -2.717 -7.494 0.02 -0.04 -0.06
O -2.391 5.335 3.586 0.17 0.00 -0.20
H 1.928 1.948 2.805 -0.14 -0.06 -0.13
O 7.377 -5.458 -1.641 0.03 0.02 -0.02
H 0.908 -0.473 -1.530 -0.07 0.15 0.07
H 4.196 3.375 -1.049 0.01 0.04 -0.03
C 9.356 -6.126 -0.505 -0.02 -0.02 -0.12
C -2.751 -3.923 -8.383 -0.06 -0.04 0.10
H -1.442 1.273 0.920 0.08 0.07 -0.07
H -0.712 5.117 4.813 -0.04 0.02 -0.14
C -0.122 5.352 2.733 -0.02 0.11 -0.06
C 3.465 -3.489 -1.984 0.05 0.03 -0.01
H 3.995 -0.704 1.914 -0.05 0.07 0.11
H 0.850 3.756 1.679 0.17 0.01 0.18
C -7.458 0.915 0.382 -0.12 0.08 0.10
H -5.090 1.040 1.620 0.02 -0.05 -0.02